# 1
This record from OMol25 describes an isolated molecule of C5H9OP in a non-equilibrium geometry. The level of theory is ωB97M-V with the def2-TZVPD basis set.

Orbital gap in Ha: 0.3560
Lowest unoccupied orbital energy in eV: 0.953
HOMO level in eV: -8.73
Structure (SMILES): C[C@]12CPC[C@H]1O2

Cartesian coordinates (Å):
C: 1.457 1.437 0.140
C: 0.314 0.481 0.324
C: 0.663 -0.948 0.798
P: -0.783 -2.020 0.463
C: -1.550 -0.956 -0.913
C: -0.792 0.617 -0.667
O: -0.949 0.976 0.625
H: 2.068 1.438 1.080
H: 1.203 2.410 0.039
H: 1.913 1.163 -0.801
H: 1.428 -1.156 0.110
H: 1.170 -0.965 1.668
H: -1.551 -1.630 1.552
H: -2.625 -0.781 -0.995
H: -1.199 -1.349 -1.938
H: -0.767 1.284 -1.485

---

# 2
This record from OMol25 describes an isolated molecule of C4H4F2O2 in a non-equilibrium geometry. The level of theory is ωB97M-V with the def2-TZVPD basis set.

Orbital gap in Ha: 0.3700
Lowest unoccupied orbital energy in eV: -0.170
HOMO level in eV: -10.24
Structure (SMILES): O=CCC(=O)C(F)F

Cartesian coordinates (Å):
O: -2.822 -0.693 -0.409
C: -2.029 -0.028 0.227
C: -0.613 -0.475 0.162
C: 0.367 0.635 -0.331
O: -0.031 1.773 -0.536
C: 1.828 0.134 -0.241
F: 2.044 -0.934 -1.140
F: 2.155 -0.244 1.040
H: -2.210 0.875 0.832
H: -0.767 -1.407 -0.353
H: -0.414 -0.555 1.257
H: 2.491 0.920 -0.507

---

# 3
This record from OMol25 describes the ion H4N2O3P with charge -1 in a non-equilibrium geometry. The level of theory is ωB97M-V with the def2-TZVPD basis set.

Orbital gap in Ha: 0.3295
Lowest unoccupied orbital energy in eV: 4.338
HOMO level in eV: -4.63
Structure (SMILES): N[P@@](=O)([O-])NO
Net charge: -1

Cartesian coordinates (Å):
N: 0.333 1.126 -1.091
P: -0.291 -0.418 -0.487
O: -1.672 -0.461 -1.051
O: 0.676 -1.526 -0.585
N: -0.358 0.088 1.182
O: 0.805 -0.002 1.956
H: 0.646 0.921 -2.081
H: -0.449 1.772 -1.150
H: -1.047 -0.683 1.579
H: 1.358 -0.817 1.728

---

# 4
This record from OMol25 describes a structure of composition C31H20CaCl2N5O5 in a non-equilibrium geometry. The level of theory is ωB97M-V with the def2-TZVPD basis set.

Orbital gap in Ha: 0.2467
Lowest unoccupied orbital energy in eV: -3.006
HOMO level in eV: -9.72
Net charge: +1

Cartesian coordinates (Å):
Ca: 0.314 0.080 -0.250
C: 1.343 3.913 -2.492
C: 0.103 4.378 -2.891
C: -1.006 3.564 -2.715
C: -0.846 2.313 -2.131
N: 0.356 1.875 -1.728
C: 1.418 2.653 -1.916
C: -1.990 1.382 -1.935
C: -3.235 1.605 -2.517
C: -4.230 0.659 -2.347
C: -3.953 -0.501 -1.646
C: -2.681 -0.664 -1.108
N: -1.747 0.282 -1.219
C: -2.262 -1.916 -0.422
C: -3.020 -3.082 -0.468
C: -2.539 -4.223 0.152
C: -1.324 -4.167 0.817
C: -0.637 -2.964 0.826
N: -1.081 -1.874 0.208
H: 2.232 4.514 -2.617
H: -0.010 5.358 -3.334
H: -1.978 3.918 -3.024
H: 2.368 2.253 -1.584
H: -3.435 2.486 -3.107
H: -5.210 0.814 -2.777
H: -4.715 -1.257 -1.534
H: -3.968 -3.116 -0.984
H: -3.111 -5.141 0.119
H: -0.924 -5.035 1.322
H: 0.296 -2.852 1.369
O: 3.831 -0.472 1.710
C: 2.976 -0.331 0.710
O: 2.665 0.753 0.237
C: 2.725 -1.609 -0.036
C: 3.444 -2.784 0.147
C: 3.187 -3.838 -0.713
C: 2.208 -3.708 -1.692
C: 1.507 -2.514 -1.759
N: 1.784 -1.490 -0.961
C: 0.363 -2.214 -2.694
O: -0.230 -3.238 -3.313
O: -0.039 -1.091 -2.846
H: 3.985 0.388 2.126
H: 4.185 -2.858 0.929
H: 3.748 -4.759 -0.629
H: 2.035 -4.518 -2.388
H: 0.194 -4.084 -3.136
Cl: 2.140 -1.666 4.221
C: 1.540 -0.072 3.904
C: 1.561 0.865 4.943
C: 1.007 2.101 4.769
Cl: 1.051 3.243 6.069
C: 0.380 2.441 3.549
C: -0.263 3.674 3.321
C: -0.875 3.904 2.121
C: -0.830 2.907 1.138
N: -0.227 1.749 1.299
C: 0.376 1.490 2.492
C: 0.986 0.196 2.651
O: 1.025 -0.644 1.659
H: 2.004 0.594 5.891
H: -0.269 4.418 4.105
H: -1.387 4.835 1.925
H: -1.312 3.076 0.184

---

# 5
This record from OMol25 describes a cluster of 19 separate species, H39O19 in total in a non-equilibrium geometry. The level of theory is ωB97M-V with the def2-TZVPD basis set.

Orbital gap in Ha: 0.3682
Lowest unoccupied orbital energy in eV: -2.960
HOMO level in eV: -12.98
Net charge: +1

Cartesian coordinates (Å):
O: 2.325 -1.284 -3.493
H: 1.037 0.074 2.493
H: 2.786 -2.129 -3.349
O: -1.175 2.667 2.594
H: -0.870 3.171 1.828
H: -1.218 1.771 2.236
O: -3.424 -2.022 -2.066
H: -1.446 0.320 0.578
H: -3.455 -1.339 -2.737
O: 1.163 2.798 3.868
H: 0.198 2.851 3.955
H: -0.546 -3.207 -0.809
O: -4.156 1.866 1.621
H: -4.564 2.331 0.885
H: -3.226 2.124 1.600
O: -0.663 1.872 -0.368
H: -1.454 1.818 -0.923
H: -0.326 2.762 -0.601
O: 1.103 -2.834 0.769
H: 0.814 -0.681 1.236
H: 1.140 -3.722 1.139
O: 0.686 0.199 1.610
H: 1.934 -2.381 1.018
O: 2.405 2.976 -1.619
H: 2.020 2.225 -1.161
H: 2.297 2.921 -2.572
O: 0.338 4.371 -0.994
H: 1.319 4.247 -1.092
H: 0.033 0.572 -2.746
O: 3.020 -0.912 0.757
H: -4.267 -2.455 -1.915
H: 2.622 -0.075 0.473
O: -1.491 -3.435 -0.676
H: -1.837 -2.696 -0.111
H: 3.977 -0.804 0.774
O: -2.032 -0.458 0.594
H: 0.092 5.045 -1.632
H: 2.361 -1.049 -2.565
O: -2.192 0.275 3.203
H: -2.126 -0.576 3.632
H: 1.277 2.488 2.970
O: -2.379 -2.962 2.010
H: -2.466 -3.103 2.953
H: -1.918 -3.404 -1.561
O: 3.341 1.684 0.491
H: -0.600 -3.466 -3.474
H: 4.033 1.974 -0.109
O: -0.023 -3.079 -2.795
H: 3.464 1.939 1.396
H: 0.394 -2.449 -3.411
O: 0.231 0.799 -3.664
H: 0.597 -0.012 -4.032
H: -2.155 -2.051 1.785
O: 2.996 -2.454 -1.533
H: 2.117 -2.817 -1.583
H: 3.027 -1.908 -0.726
H: -2.643 -0.117 1.274
H: -2.730 0.682 3.899

---

# 6
This record from OMol25 describes a structure of composition C36H53BBaF2N7O5S5 in a non-equilibrium geometry. The level of theory is ωB97M-V with the def2-TZVPD basis set.

Orbital gap (spin up / spin down) in Ha: 0.1265 / 0.2423
Lowest unoccupied orbital energy (spin up / spin down) in eV: -2.912 / -2.911
HOMO level (spin up / spin down) in eV: -6.36 / -9.50
Net charge: +1

Cartesian coordinates (Å):
Ba: 1.233 0.224 0.730
C: 2.753 1.481 3.777
N: 3.186 0.434 2.795
C: 4.571 0.768 2.256
C: 4.783 0.627 0.746
C: 6.177 0.596 0.401
C: 6.525 0.646 -0.941
C: 5.575 0.822 -1.908
C: 4.276 0.912 -1.510
N: 3.902 0.853 -0.232
C: 3.150 -0.876 3.440
C: 3.383 -2.074 2.563
C: 4.395 -3.001 2.636
C: 4.472 -4.110 1.756
C: 3.501 -4.267 0.704
C: 2.457 -3.346 0.762
N: 2.398 -2.346 1.647
C: 1.299 1.372 4.171
C: 0.929 1.983 5.425
C: -0.382 1.892 5.898
C: -1.259 1.053 5.230
C: -0.823 0.489 4.066
N: 0.347 0.788 3.384
H: 3.074 2.458 3.307
H: 3.336 1.487 4.669
H: 5.393 0.187 2.812
H: 4.784 1.800 2.570
H: 6.988 0.593 1.160
H: 7.590 0.467 -1.149
H: 5.830 0.923 -2.927
H: 3.491 0.968 -2.265
H: 2.176 -1.091 3.873
H: 3.934 -0.904 4.193
H: 5.177 -2.959 3.463
H: 5.186 -4.891 1.884
H: 3.328 -5.175 0.154
H: 1.544 -3.427 0.173
H: 1.737 2.527 5.939
H: -0.719 2.437 6.776
H: -2.158 0.683 5.641
H: -1.486 -0.164 3.520
C: -5.173 -4.668 3.799
C: -5.320 -5.141 2.337
S: -4.650 -3.876 1.121
C: -3.233 -4.785 0.532
C: -1.905 -4.050 0.227
S: -1.274 -2.782 1.334
C: -1.415 -3.624 2.936
C: -2.692 -3.329 3.706
S: -3.472 -4.788 4.373
H: -5.646 -5.358 4.525
H: -5.696 -3.697 3.849
H: -6.444 -5.204 2.138
H: -4.861 -6.103 2.206
H: -3.578 -5.189 -0.439
H: -3.030 -5.659 1.128
H: -2.071 -3.528 -0.736
H: -1.118 -4.805 0.082
H: -0.514 -3.185 3.390
H: -1.219 -4.726 2.960
H: -3.370 -2.846 2.971
H: -2.407 -2.636 4.452
F: -4.512 1.211 -0.651
B: -4.421 2.326 0.095
F: -4.991 2.730 1.293
C: -3.102 0.316 -9.772
C: -2.520 0.299 -8.354
S: -2.610 1.811 -7.421
O: -1.517 2.570 -8.014
O: -3.988 2.312 -7.489
C: -2.266 1.571 -5.683
C: -1.460 0.369 -5.210
N: -1.347 0.251 -3.686
C: -0.513 0.937 -2.862
N: -0.578 0.464 -1.583
C: -1.513 -0.517 -1.557
C: -1.975 -0.763 -2.869
N: -2.551 -1.941 -3.265
O: -2.734 -2.152 -4.465
O: -2.814 -2.691 -2.305
C: 0.600 1.872 -3.258
H: -2.681 -0.508 -10.340
H: -2.796 1.299 -10.233
H: -4.189 0.212 -9.752
H: -1.533 -0.069 -8.374
H: -3.059 -0.449 -7.806
H: -3.255 1.707 -5.240
H: -1.727 2.521 -5.378
H: -0.433 0.332 -5.582
H: -1.953 -0.606 -5.403
H: -1.942 -0.986 -0.749
H: 1.241 1.441 -4.050
H: 1.246 1.897 -2.382
H: 0.263 2.871 -3.476
C: 2.950 5.762 1.639
C: 1.625 5.506 1.011
S: 0.809 3.897 1.515
O: 1.023 2.928 0.322
C: -0.919 4.350 1.605
C: -1.615 4.485 0.267
H: 3.502 6.555 1.104
H: 3.630 4.895 1.704
H: 2.779 6.063 2.647
H: 1.662 5.520 -0.092
H: 0.938 6.254 1.427
H: -0.964 5.289 2.185
H: -1.308 3.566 2.302
H: -1.302 5.345 -0.338
H: -2.737 4.562 0.370
H: -1.408 3.524 -0.330

---

The records above give, respectively, ΔE to the lowest compared entry with this formula, charge and spin values of 2.360; 1.240; 0.000; 0.815; 1.310; 3.177 eV.